Record 1
The following is a quantum chemistry calculation of a structure of composition C60H49Br2CrNOP2, from OMol25.

Values from the calculation:
* <S²>: 6.1197
* highest occupied orbital energy (alpha / beta): -5.3 / -7.6 eV
* frontier orbital gap (alpha / beta): 0.1969 / 0.2881 hartree

The geometry in ORCA input format:
```
! wB97M-V def2-TZVPD RIJCOSX def2/J DEFGRID3
* xyz 0 5
Cr 1.002 -1.125 0.748
Br 0.123 -3.243 -0.661
C 0.694 -4.465 0.649
C 0.646 -5.815 0.388
C 1.004 -6.764 1.394
C 1.372 -6.335 2.645
C 1.410 -4.953 2.950
C 1.702 -4.531 4.279
C 1.689 -3.186 4.551
C 1.427 -2.231 3.561
C 1.216 -2.601 2.253
C 1.117 -3.968 1.918
H 0.314 -6.148 -0.580
H 0.950 -7.820 1.155
H 1.617 -7.030 3.434
H 1.935 -5.268 5.027
H 1.903 -2.824 5.549
H 1.366 -1.198 3.862
C -0.457 1.921 -1.520
N -1.179 1.558 -2.741
C -1.689 0.204 -2.974
P -1.917 -0.768 -1.366
C -3.336 0.044 -0.584
C -3.861 -0.611 0.555
C -4.875 -0.045 1.340
C -5.419 1.193 0.981
C -4.907 1.844 -0.151
C -3.888 1.280 -0.941
C -2.664 -2.201 -2.133
C -3.833 -2.819 -1.638
C -4.290 -4.010 -2.204
C -3.647 -4.583 -3.315
C -2.505 -3.944 -3.825
C -1.998 -2.784 -3.232
C -1.748 2.618 -3.487
C -2.022 2.418 -4.871
C -2.575 3.449 -5.626
C -2.892 4.677 -5.023
C -2.620 4.886 -3.656
C -2.040 3.888 -2.883
P 0.958 0.677 -1.129
C 2.089 1.917 -0.457
C 1.618 2.932 0.398
C 2.537 3.804 0.983
C 3.913 3.670 0.744
C 4.365 2.642 -0.104
C 3.466 1.785 -0.734
C 1.682 0.476 -2.775
C 2.089 1.621 -3.493
C 2.775 1.471 -4.709
C 3.052 0.196 -5.224
C 2.610 -0.930 -4.512
C 1.911 -0.807 -3.302
H -1.132 1.996 -0.656
H -0.028 2.914 -1.711
H -0.992 -0.348 -3.624
H -2.640 0.278 -3.519
H -3.487 -1.587 0.846
H -5.233 -0.585 2.212
H -6.232 1.633 1.540
H -5.269 2.821 -0.430
H -3.635 1.799 -1.858
H -4.427 -2.371 -0.850
H -5.160 -4.481 -1.782
H -4.035 -5.494 -3.759
H -2.022 -4.352 -4.703
H -1.091 -2.355 -3.633
H -1.758 1.474 -5.341
H -2.758 3.289 -6.681
H -3.356 5.466 -5.595
H -2.845 5.842 -3.208
H -1.861 4.043 -1.824
H 0.576 2.944 0.693
H 2.183 4.591 1.644
H 4.604 4.314 1.259
H 5.432 2.479 -0.216
H 3.833 0.965 -1.349
H 1.942 2.602 -3.065
H 3.108 2.354 -5.237
H 3.596 0.079 -6.153
H 2.763 -1.921 -4.917
H 1.587 -1.703 -2.773
Br 3.315 -1.920 -0.357
C 4.350 -0.917 0.860
C 5.716 -0.991 0.817
C 6.528 -0.247 1.745
C 5.931 0.583 2.654
C 4.508 0.693 2.717
C 3.908 1.562 3.654
C 2.532 1.669 3.689
C 1.733 0.941 2.792
C 2.282 0.058 1.892
C 3.671 -0.078 1.814
H 6.172 -1.647 0.098
H 7.606 -0.345 1.687
H 6.509 1.153 3.369
H 4.536 2.142 4.313
H 2.050 2.355 4.362
H 0.659 1.092 2.792
C -1.828 -1.583 3.247
C -1.438 -0.384 2.450
O -0.844 -0.474 1.310
C -1.834 0.932 2.960
C -2.267 1.152 4.299
C -2.580 2.426 4.762
C -2.450 3.545 3.932
C -1.980 3.368 2.616
C -1.689 2.103 2.145
H -1.628 -2.518 2.705
H -2.887 -1.489 3.520
H -1.277 -1.595 4.206
H -2.405 0.299 4.944
H -2.928 2.552 5.776
H -2.681 4.546 4.297
H -1.844 4.221 1.965
H -1.301 1.945 1.142
*
```


Record 2
The following is a quantum chemistry calculation of a structure of composition C35H43Cl2GeN7O6W, from OMol25.

Values from the calculation:
* highest occupied orbital energy: -19.7 eV
* frontier orbital gap: 0.2197 hartree

The geometry in ORCA input format:
```
! wB97M-V def2-TZVPD RIJCOSX def2/J DEFGRID3
* xyz 4 1
W -0.859 -0.819 -0.236
Cl 4.773 -2.910 3.432
C 3.319 -2.248 2.943
C 2.894 -2.388 1.658
C 1.660 -1.804 1.276
N 1.007 -1.921 0.142
C 1.539 -2.793 -0.886
O 2.135 -3.794 -0.641
C 1.221 -2.266 -2.223
C 1.816 -2.791 -3.350
C 1.546 -2.192 -4.577
C 0.682 -1.114 -4.600
C 0.094 -0.669 -3.419
N 0.361 -1.225 -2.233
C 0.909 -0.981 2.255
C 1.319 -0.932 3.607
C 2.496 -1.519 3.958
Cl 3.069 -1.411 5.521
N -0.189 -0.446 1.774
C -1.316 -0.521 2.734
O -1.683 0.343 3.449
C -1.821 -1.916 2.569
C -2.479 -2.598 3.562
C -2.780 -3.944 3.339
C -2.400 -4.523 2.144
C -1.769 -3.748 1.175
N -1.483 -2.462 1.375
H 3.487 -2.962 0.963
H 2.485 -3.638 -3.254
H 2.001 -2.562 -5.487
H 0.440 -0.610 -5.527
H -0.617 0.140 -3.433
H 0.756 -0.364 4.335
H -2.726 -2.097 4.489
H -3.289 -4.525 4.098
H -2.589 -5.568 1.942
H -1.489 -4.181 0.228
C -2.938 -2.563 -3.480
C -3.049 -2.072 -2.050
C -4.227 -2.659 -1.306
O -1.780 -2.455 -1.317
C -3.058 -0.546 -1.999
O -4.000 0.133 -2.212
O -1.819 -0.016 -1.672
H -2.902 -3.654 -3.504
H -2.070 -2.151 -3.997
H -3.832 -2.257 -4.025
H -4.205 -3.747 -1.367
H -5.145 -2.312 -1.782
H -4.236 -2.348 -0.262
H -1.319 -3.115 -1.855
C -5.189 0.693 1.124
N -3.949 1.492 1.004
C -3.946 2.846 1.211
C -2.806 3.553 1.127
C -1.599 2.877 0.783
N -1.628 1.542 0.521
C -2.787 0.906 0.714
O -2.719 -0.381 0.611
N -0.478 3.570 0.718
H -6.020 1.382 1.231
H -5.128 0.051 2.000
H -5.321 0.105 0.219
H -4.902 3.292 1.452
H -2.805 4.617 1.314
H -0.488 4.564 0.891
H 0.399 3.155 0.472
C 4.013 4.341 -2.799
C 3.067 3.149 -2.781
C 1.742 3.470 -2.096
C 0.817 2.244 -1.989
Ge 1.524 0.937 -0.708
C 2.223 1.445 1.045
C 3.370 2.469 0.906
C 4.312 2.408 2.112
C 3.622 2.679 3.442
H 4.940 4.100 -3.316
H 4.267 4.661 -1.787
H 3.559 5.189 -3.313
H 3.555 2.298 -2.283
H 2.861 2.817 -3.802
H 1.208 4.231 -2.671
H 1.937 3.922 -1.119
H 0.803 1.738 -2.951
H -0.212 2.497 -1.737
H 2.545 -0.040 -1.311
H 2.655 0.528 1.460
H 1.463 1.779 1.749
H 2.953 3.477 0.822
H 3.950 2.296 -0.006
H 5.109 3.137 1.957
H 4.801 1.428 2.127
H 3.125 3.652 3.440
H 4.344 2.688 4.257
H 2.871 1.919 3.683
*
```


Record 3
The following is a quantum chemistry calculation of a cluster of 2 separate species, C3H11NO in total, from OMol25.

Values from the calculation:
* highest occupied orbital energy: -8.5 eV
* SMILES string: CCNC.O
* frontier orbital gap: 0.3403 hartree

The geometry in ORCA input format:
```
! wB97M-V def2-TZVPD RIJCOSX def2/J DEFGRID3
* xyz 0 1
C -1.948 -0.117 -1.323
C -0.541 -0.393 -0.639
N 0.236 0.798 -0.314
C 1.812 0.629 -0.291
H -2.533 -1.027 -1.623
H -1.637 0.240 -2.260
H -2.549 0.707 -1.017
H 0.151 -0.949 -1.346
H -0.892 -1.024 0.204
H -0.016 1.390 0.501
H 2.184 0.347 0.680
H 1.859 -0.377 -0.908
H 2.333 1.370 -0.917
H 0.027 -0.886 3.544
H 0.658 0.088 2.726
O 0.857 -0.796 2.984
*
```


How do the records compare in F_max? In the order shown, they have 1.77, 0.81, 5.18 eV/A.
How do the records compare in relative energy (zero: lowest compared OMol25 entry of this formula, charge and spin)? In the order shown, they have 0.0, 5.4, 203.3 kJ/mol.